A molecular structure, C27H27BCl5GaN7, computed with ωB97M-V/def2-TZVPD.

Values from the calculation:
* HOMO level: -2.95 eV
* DFT total energy: -154538.19977 eV
* relative energy (zero: lowest compared OMol25 entry of this formula, charge and spin): 0.00 kcal per mole
* net charge: -1
* orbital gap: 5.254 eV

```
68
C27H27BCl5GaN7, DFT ωB97M-V/def2-TZVPD
Ga 0.023 -0.816 -0.259
C -1.991 2.847 -2.333
C -1.024 3.127 -1.227
C -0.694 4.373 -0.665
C 0.254 4.094 0.294
C 0.977 5.027 1.210
N 0.454 2.759 0.285
N -0.327 2.161 -0.644
B 1.422 1.920 1.121
N 0.694 0.967 2.097
N 0.027 -0.136 1.665
C -0.396 -0.810 2.732
C -1.130 -2.104 2.646
C -0.011 -0.115 3.884
C 0.681 0.993 3.440
C 1.328 2.077 4.237
N 2.324 1.063 0.208
N 1.850 0.019 -0.527
C 2.877 -0.515 -1.190
C 2.764 -1.702 -2.084
C 4.034 0.208 -0.888
C 3.644 1.187 0.002
C 4.474 2.239 0.658
H -2.374 3.781 -2.744
H -1.509 2.292 -3.138
H -2.841 2.259 -1.984
H -1.089 5.341 -0.927
H 0.639 6.047 1.029
H 0.791 4.791 2.260
H 2.056 4.994 1.055
H 2.103 2.667 1.761
H -1.382 -2.363 1.623
H -0.498 -2.912 3.019
H -2.039 -2.064 3.249
H -0.207 -0.391 4.907
H 1.137 1.910 5.296
H 2.407 2.096 4.082
H 0.939 3.059 3.968
H 1.806 -2.199 -1.943
H 2.905 -1.405 -3.126
H 3.545 -2.420 -1.827
H 5.028 0.025 -1.261
H 5.510 2.132 0.341
H 4.135 3.241 0.391
H 4.436 2.157 1.745
Cl -0.219 -0.663 -3.447
C -1.740 -0.542 -2.607
C -1.730 -0.420 -1.225
C -2.969 -0.186 -0.637
Cl -3.071 0.168 1.061
C -4.159 -0.160 -1.363
Cl -5.674 0.110 -0.584
C -4.121 -0.341 -2.741
Cl -5.581 -0.327 -3.661
C -2.897 -0.515 -3.377
Cl -2.841 -0.683 -5.091
N 0.425 -2.586 -0.116
C -0.328 -3.649 -0.452
C -0.311 -4.800 0.396
C -1.029 -5.948 0.127
C -1.827 -6.061 -1.009
C -1.859 -4.970 -1.874
C -1.141 -3.816 -1.616
H 0.311 -4.743 1.283
H -0.967 -6.779 0.824
H -2.390 -6.962 -1.216
H -2.454 -5.018 -2.782
H -1.177 -3.013 -2.338
```